Entry 1:
21
Properties=species:S:1:pos:R:3:mulliken_charge:R:1 method="wB97M-V/def2-TZVPD" charge=+1 gap_ev=7.56 e_above_lowest_kcal_mol=26.24
H 0.9411 2.5706 0.5610 0.292
H 4.3908 0.0236 -0.2475 0.391
O -0.9291 -2.2820 -0.5145 -0.119
N -2.2663 -1.9750 -0.2974 -0.516
O 1.8647 0.7200 0.0042 -0.311
C -2.4345 -0.6841 -0.1627 0.334
C -3.7626 0.0110 0.1378 -1.219
C -0.2863 -1.1525 -0.3755 -0.276
C 0.8187 1.5224 0.2067 -0.601
H 4.2736 -1.1617 1.0944 0.320
O -1.3896 2.3157 0.0483 -0.502
H -4.1336 0.7157 -0.4502 0.410
C -0.5180 1.2546 0.0426 0.902
H -4.5436 -0.8421 0.1032 0.344
C 1.9197 -0.5343 -0.1419 0.703
H -3.7330 0.3372 1.1507 0.328
O 2.8437 -1.3620 -0.3135 -0.184
C -1.1283 -0.0770 -0.1103 0.767
H 4.8874 -1.7121 -0.6998 0.259
C 4.2026 -0.9552 -0.0585 -0.693
H -1.0174 3.2672 0.0229 0.371

***

Entry 2:
30
Properties=species:S:1:pos:R:3:mulliken_charge:R:1 method="wB97M-V/def2-TZVPD" charge=+3 gap_ev=3.84 e_above_lowest_kcal_mol=87.89
O -1.5183 1.3614 -2.9738 -0.609
O 2.3541 -1.7295 2.7761 -0.576
O 0.3048 -1.7859 0.6515 -0.793
Na -2.1715 -3.1061 -1.4691 1.027
O -2.7953 1.6698 0.9578 -0.615
O 1.2325 0.2873 -2.4779 -0.609
O 0.6503 3.0827 -0.5430 -0.598
O 1.1694 1.1310 2.9707 -0.631
H 1.8985 -1.6656 1.9233 0.269
O -0.1023 0.2368 -0.0474 -0.195
Na -2.9344 0.5592 -1.2858 0.905
H 1.9228 0.5381 3.1158 0.342
H -0.5684 1.4479 -2.7463 0.372
C -0.5338 -0.8890 0.2797 0.096
Na -4.4354 -2.0092 0.5643 0.963
O -1.8015 -1.2229 0.1524 -0.885
H 0.9663 1.0574 2.0343 0.296
H 2.2781 0.2647 0.4165 0.218
Na 1.2855 -3.6489 -0.7466 0.952
H -1.8925 1.3128 1.0546 0.348
Na -1.4291 -3.1204 1.9700 0.949
H 2.9985 -2.4445 2.6945 0.324
H 0.6827 0.2792 -1.6528 0.219
H 0.9781 -0.4886 -2.9920 0.291
H 0.3884 2.1752 -0.3663 0.280
H -0.1529 3.5311 -0.8385 0.337
O 3.1427 0.3636 0.0163 -0.620
H 2.9810 0.3525 -0.9360 0.348
H -1.5354 1.4042 -3.9403 0.311
H -3.3626 1.0558 1.4378 0.283

***

Entry 3:
17
Properties=species:S:1:pos:R:3:mulliken_charge:R:1 method="wB97M-V/def2-TZVPD" charge=+1 gap_ev="8.63 / 8.63" e_above_lowest_kcal_mol=67.88
H -0.1587 0.8954 0.2312 0.265
H -1.3807 -0.3496 3.3159 0.253
H -0.8866 -2.3914 2.4592 0.334
C -0.2275 -1.8324 0.5653 -0.640
H -0.0124 3.3213 -2.0709 0.266
H -1.0213 0.5120 1.8784 0.126
O 0.6697 -1.6826 -1.5308 -0.423
H 1.1319 3.4094 -0.9138 0.254
C -0.7283 -1.5286 1.8171 0.184
N 0.2411 0.3312 -0.5071 -0.064
H -0.1161 -2.8871 0.3520 0.362
N 0.2153 3.0217 -1.1276 -0.658
N -1.0380 -0.3749 2.3655 -0.253
C 0.7613 1.0236 -1.5427 0.406
O 1.3048 0.6993 -2.5385 -0.412
C 0.2199 -1.0459 -0.4969 0.600
H 1.0257 -1.1212 -2.2563 0.402

***

Entry 4:
125
Properties=species:S:1:pos:R:3:mulliken_charge:R:1 method="wB97M-V/def2-TZVPD" gap_ev=7.70 e_above_lowest_kcal_mol=14.57
H 1.8298 -5.5188 -1.3268 0.131
C -3.4489 3.3266 -2.6992 1.454
C 1.8492 -6.5085 3.5955 -1.323
C -4.5640 3.1682 -4.8431 -0.810
C -3.5938 2.6893 5.9918 -1.631
H -5.7508 -0.2191 -2.2455 0.466
H 5.9067 -2.3043 1.5632 0.347
H 1.5979 2.2181 0.0090 0.179
H 3.8317 3.6551 2.7349 0.388
H -4.5251 2.1255 5.9661 0.367
C -2.0208 3.7659 4.3467 -0.800
C 0.5413 5.7588 -5.0990 -0.701
Bi 0.7571 -1.3970 1.2769 3.536
C -3.3931 1.9524 3.5924 -0.811
H 3.4760 -3.1747 -4.0935 0.359
C -5.9395 -2.0629 -4.2268 -1.531
C 3.9564 -1.6372 2.1256 0.415
H -3.3481 -2.5662 -4.8913 0.322
H 4.3478 -7.4589 4.0400 0.375
C 3.7879 -4.0232 5.6939 -0.566
H 5.8466 0.1167 1.4448 0.368
O -1.5714 -1.7809 0.3103 -0.497
C -0.4106 6.0816 -4.1116 -0.870
C -4.7763 -0.5307 -2.6043 -1.004
H 4.8183 -2.4031 -3.2417 0.351
C -5.6704 3.8719 -4.3261 -0.638
C -3.0006 2.8129 4.6145 1.048
H 2.3403 -0.7916 -1.5329 0.044
O -2.7999 -2.4345 2.0677 -0.788
H 3.0157 1.6394 -0.0115 0.135
C 1.8630 -4.7794 -2.1255 -1.236
H 0.9806 0.1922 -3.5490 0.582
C -5.6891 4.2476 -3.0147 -1.034
C -2.3943 3.3779 -0.5178 0.996
S 0.3479 -3.7123 2.2228 -0.659
H -0.7438 7.1060 -4.0065 0.452
H -2.8981 2.1672 6.6521 0.310
C -3.5497 4.0043 0.0072 -0.700
H -1.2939 -1.6774 -3.7951 0.525
C -2.2807 -1.3481 -3.4916 -0.711
H 3.9890 -0.7617 -2.1825 0.520
C -2.7944 2.0100 2.3466 0.013
H 1.7914 -4.1470 4.9188 0.336
C 5.2672 -2.2978 2.4506 -1.861
H -5.6932 -2.7853 -5.0034 0.374
C 3.2989 -1.3073 -1.5450 -0.827
H -6.5128 -2.5748 -3.4523 0.334
C 5.0227 -4.6455 5.7999 -0.540
C -4.5942 3.9621 -2.1646 0.915
N 2.9087 -2.3274 1.8315 0.968
H -3.3852 -2.6256 0.1493 0.359
H -6.5821 -1.2943 -4.6593 0.323
H 4.4434 -4.0865 -2.9193 0.373
H 0.9048 6.5288 -5.7672 0.393
H -4.5744 2.8369 -5.8733 0.455
C 4.9760 0.6014 1.8721 -0.549
H 1.8712 -7.5963 3.6257 0.522
H -1.6306 5.3810 -2.5253 0.405
O -0.8663 -1.0846 3.0335 -0.488
O -0.0237 4.1121 0.5248 -0.948
C 1.9474 -4.3577 1.9192 0.175
C -0.4888 3.7646 -3.4028 1.255
C 4.9731 1.9693 2.0356 -0.992
C -3.6341 -0.0266 -2.0056 -0.075
H 2.5588 -5.0997 -2.8941 0.492
C 2.7516 -4.6422 5.0095 -0.112
C 4.1842 -6.5008 4.5203 -0.417
S -0.9629 2.9520 0.5293 2.213
H -5.4614 4.8381 -0.3958 0.408
C 2.9372 -5.8898 4.4216 0.759
H -1.7225 4.4568 5.1264 0.388
H -3.7124 0.6703 -1.1780 0.337
C -3.4785 2.9117 -4.0553 -0.989
C 2.1723 -3.4349 -1.5181 0.466
H -3.5824 4.2708 1.0515 0.606
O 2.1046 1.4361 -0.2578 -0.392
H -3.0781 1.3099 1.5683 0.361
C 1.0327 2.1463 -4.4044 -1.484
H 5.1061 -3.3267 2.7569 0.318
S 2.1111 -6.1171 1.8087 -0.170
H 3.6323 -3.0451 6.1324 0.413
S -0.9017 0.0498 -1.5634 1.920
C -1.8099 2.9583 2.1085 -0.874
H 5.7775 -1.7464 3.2373 0.466
C 1.0126 4.4823 -5.1945 -0.961
O 1.5187 -3.0767 -0.5376 -0.633
C 2.7506 1.8342 2.9590 -0.652
C -0.4829 1.4630 -2.6539 1.523
H 5.8329 2.5585 1.7459 0.385
N 3.0340 -3.6966 1.8011 -0.806
H 1.8766 2.3017 3.3938 0.494
H 1.7678 4.2244 -5.9277 0.446
H -2.6315 2.3741 -4.4598 0.342
N 3.1327 -2.6658 -2.0615 0.477
C 4.0041 -3.1143 -3.1390 -1.191
H -6.5456 4.7693 -2.6044 0.455
H -0.6576 4.5745 2.8757 0.595
H 0.8632 -4.7140 -2.5566 0.263
C 3.8593 -0.1805 2.2017 0.234
C 0.5703 1.1921 -3.5543 -1.106
O 1.6033 -0.2194 3.0246 -1.098
H 3.6912 -1.3248 -0.5275 0.130
C -3.4309 -1.8475 -4.0844 -1.014
H -6.5054 4.1047 -4.9744 0.405
H -0.5115 -1.4377 3.8571 0.204
C 5.2188 -5.8868 5.2073 -0.523
H -3.7900 3.6679 6.4303 0.396
C -1.0471 2.7165 -2.5884 -2.064
H -4.1503 1.2007 3.7816 0.370
C -4.6011 4.3161 -0.7976 -1.382
C -4.6917 -1.4593 -3.6398 1.052
C -2.5942 -2.2913 0.8476 -0.493
H 5.8306 -4.1659 6.3378 0.391
C 3.8482 2.5805 2.6000 -0.431
H 6.1848 -6.3716 5.2707 0.380
H -1.6699 -1.6485 2.7538 0.311
O 0.1500 -0.9390 -1.9093 -0.708
H 1.8027 1.9171 -5.1318 0.406
C -2.3031 3.0933 -1.8635 -0.737
C -2.3894 -0.4406 -2.4557 0.408
C -0.9129 5.1143 -3.2887 -0.756
H 0.8595 -6.1450 3.8640 0.433
C 2.6916 0.4441 2.7262 0.816
C 0.5282 3.4634 -4.3395 0.940
C -1.4210 3.8389 3.0983 -0.291

***

Entry 5:
60
Properties=species:S:1:pos:R:3:mulliken_charge:R:1 method="wB97M-V/def2-TZVPD" charge=+1 gap_ev="6.25 / 4.60"
O -0.9259 0.0163 3.3238 -0.527
C 1.7276 2.1600 -3.4431 -0.498
C -1.0324 1.4435 -0.4747 0.509
C 2.7640 -4.6634 -3.9798 -0.446
C 2.3364 -2.8398 -2.4562 -0.101
F -0.0538 2.1452 4.9122 -0.256
F 0.1730 -1.3039 6.4874 -0.217
Cl -0.4318 -1.9208 0.2774 -0.510
C 1.7751 -2.1013 -3.5262 0.248
F -2.2189 1.9404 5.1028 -0.241
H -1.5751 -1.4652 -2.6624 0.365
H -2.7463 0.2015 0.2844 0.368
H 4.7220 3.7589 -3.2389 0.402
Pb 0.6998 -0.2729 1.8816 0.941
H 3.1285 -5.6721 -4.1533 0.401
C 2.6385 3.2112 -3.3554 -0.775
C -1.0417 1.3207 5.3705 0.473
H -1.7730 1.2632 -6.8349 0.406
F -2.0178 -2.2390 4.4439 -0.239
H -3.7683 -1.0986 -3.7930 0.430
C -0.4545 -0.3061 -4.1144 0.191
F 0.6331 -1.9053 4.4048 -0.242
C -0.2326 2.4396 0.1618 -0.612
H 3.9382 -0.4603 -3.6484 0.393
H 5.5575 1.4194 -3.5083 0.415
C -1.6372 -0.8775 -3.5832 -0.367
C 2.1983 -3.9375 -5.0380 -0.633
P 1.0331 -0.5085 -3.1122 0.925
H 0.6534 2.3639 -3.4117 0.472
H -2.3879 1.5577 2.5673 0.445
C 1.7139 -2.6472 -4.8212 -0.171
C -0.5032 0.4464 -5.2983 0.017
H 0.4078 0.8707 -5.7173 0.475
C -2.9027 0.1267 -5.3710 -0.444
F 1.4402 -0.0273 5.1936 -0.245
H 3.3503 -4.6484 -1.8821 0.399
F -3.3181 -0.4760 4.3796 -0.222
C -2.8575 -0.6598 -4.2119 -0.636
H -3.8621 0.3183 -5.8502 0.400
F -0.9133 1.2394 6.7233 -0.251
C -0.7265 2.6017 1.4838 -0.722
C -2.2195 -1.0030 4.9791 0.618
C 2.8671 -4.1040 -2.6982 -0.617
H -0.4551 3.3582 2.2171 0.445
C 4.0127 2.9395 -3.3427 -0.404
H 1.2695 -2.0718 -5.6351 0.398
C 2.1937 0.8237 -3.5002 0.315
H 2.2695 4.2379 -3.2830 0.416
C 0.3332 -0.8356 5.2272 0.321
C -1.7775 1.6623 1.6754 -0.127
H -0.9338 1.1096 -1.5029 0.460
C 4.4840 1.6279 -3.4848 -0.671
C -1.9795 0.9531 0.4671 -1.217
H 0.5795 3.0141 -0.2829 0.436
C -1.7319 0.6646 -5.9219 -0.667
H 2.3101 -2.4180 -1.4490 0.311
F -2.4916 -1.1636 6.3033 -0.236
C -0.9428 -0.1062 4.6863 0.904
H 2.1235 -4.3771 -6.0358 0.396
C 3.5825 0.5699 -3.5736 -0.403

***

Entry 6:
19
Properties=species:S:1:pos:R:3:mulliken_charge:R:1 method="wB97M-V/def2-TZVPD" charge=+1 gap_ev="8.93 / 8.93" e_above_lowest_kcal_mol=189.79
H 0.0285 0.7070 1.7587 0.242
C -0.9460 0.2075 1.7664 -0.701
H 2.1226 0.7530 0.4094 0.171
O -1.1277 -1.2870 0.0262 0.021
H 3.6266 -0.1558 0.2266 0.331
H 0.3626 1.1169 -0.4245 -0.012
C -0.5584 1.3305 -1.0258 -0.468
H -0.7399 -2.6738 -1.3820 0.315
C 2.5556 -0.2691 0.0516 -0.885
H -0.4026 0.8886 -1.9578 0.370
H -1.5256 0.9724 2.1545 0.374
C -1.1157 -1.7258 -1.1661 -0.024
H -1.3549 -1.0535 -1.9879 0.294
O -1.8188 0.7492 -0.4106 -0.368
N -1.5154 -0.1580 0.5446 0.268
H -1.0758 -0.5787 2.6471 0.327
H 2.0562 -0.8267 0.8598 0.260
H -0.7365 2.4207 -1.1289 0.267
H 2.1651 -0.4173 -0.9614 0.217

***

Number 1: E -18090.42041 eV. Number 2: E -43797.53670 eV. Number 3: E -12834.32764 eV. Number 4: E -127944.19127 eV. Number 5: E -81879.99398 eV. Number 6: E -9914.00002 eV.